# C56H126F2N8O4S2

A 8-piece molecular cluster, C56H126F2N8O4S2 overall at a distorted geometry (ωB97M-V/def2-TZVPD, OMol25).

```
198
Properties=species:S:1:pos:R:3
C -6.037 7.693 -0.337
C -7.395 8.363 -0.296
C -7.287 9.823 0.103
N -8.602 10.674 -0.157
C -9.811 9.945 0.469
C -8.495 12.091 0.476
C -8.322 13.062 -0.673
C -7.995 12.283 -1.923
C -8.757 10.976 -1.685
H -5.515 8.113 -1.196
H -6.217 6.631 -0.502
H -5.309 7.843 0.460
H -8.042 7.664 0.234
H -7.728 8.411 -1.333
H -6.516 10.393 -0.416
H -7.128 9.831 1.181
H -9.705 9.716 1.530
H -9.990 9.077 -0.165
H -10.581 10.695 0.290
H -9.419 12.251 1.032
H -7.697 12.083 1.219
H -9.283 13.551 -0.831
H -7.813 13.997 -0.437
H -8.303 12.689 -2.887
H -6.936 12.084 -2.088
H -9.821 11.103 -1.885
H -8.476 10.086 -2.247
C 2.984 -0.685 10.207
C 4.274 -1.286 9.647
C 3.960 -2.170 8.482
N 5.176 -2.721 7.661
C 6.089 -1.567 7.109
C 4.768 -3.676 6.505
C 5.910 -4.662 6.316
C 6.763 -4.562 7.577
C 5.985 -3.670 8.584
H 2.471 -1.490 10.733
H 2.289 -0.251 9.489
H 3.118 0.139 10.907
H 4.665 -1.850 10.494
H 4.934 -0.467 9.361
H 3.402 -1.705 7.669
H 3.461 -3.083 8.806
H 6.468 -0.962 7.933
H 5.549 -0.926 6.412
H 6.831 -2.035 6.461
H 4.522 -3.057 5.642
H 3.876 -4.178 6.879
H 6.546 -4.511 5.444
H 5.442 -5.638 6.193
H 7.800 -4.262 7.423
H 6.861 -5.589 7.928
H 6.665 -3.090 9.208
H 5.215 -4.300 9.029
C -5.157 -2.686 -6.727
C -5.838 -3.950 -7.041
C -7.438 -3.939 -6.867
N -8.189 -5.239 -7.275
C -8.123 -5.465 -8.781
C -9.761 -5.133 -6.845
C -10.163 -6.509 -6.278
C -8.882 -7.416 -6.442
C -7.719 -6.449 -6.478
H -4.116 -2.749 -7.046
H -5.175 -2.505 -5.652
H -5.569 -1.802 -7.213
H -5.549 -4.785 -6.403
H -5.534 -4.366 -8.002
H -7.810 -3.117 -7.479
H -7.690 -3.654 -5.846
H -7.098 -5.676 -9.086
H -8.343 -4.563 -9.352
H -8.763 -6.322 -8.992
H -10.305 -4.796 -7.728
H -9.991 -4.473 -6.008
H -11.030 -7.003 -6.716
H -10.611 -6.436 -5.287
H -8.893 -7.959 -7.387
H -8.822 -8.055 -5.560
H -6.802 -6.789 -6.958
H -7.509 -6.108 -5.464
C 1.032 -8.110 -6.549
C 1.523 -8.859 -5.270
C 0.308 -9.661 -4.712
N 0.559 -10.391 -3.359
C 1.721 -11.394 -3.469
C 0.693 -9.381 -2.210
C 0.343 -10.069 -0.918
C -0.513 -11.267 -1.352
C -0.690 -11.180 -2.861
H 0.161 -7.531 -6.244
H 0.826 -8.754 -7.404
H 1.731 -7.328 -6.849
H 1.989 -8.323 -4.443
H 2.298 -9.508 -5.677
H -0.019 -10.458 -5.379
H -0.566 -9.014 -4.636
H 2.653 -10.883 -3.709
H 1.545 -12.104 -4.276
H 1.820 -11.867 -2.492
H 1.654 -8.867 -2.210
H -0.101 -8.661 -2.409
H 1.281 -10.393 -0.468
H -0.229 -9.446 -0.230
H -0.082 -12.234 -1.092
H -1.516 -11.147 -0.943
H -0.762 -12.144 -3.364
H -1.587 -10.606 -3.096
C 5.372 -0.421 -10.223
C 5.288 1.115 -10.027
C 4.315 1.446 -8.836
N 4.110 2.888 -8.456
C 3.301 3.635 -9.524
C 5.398 3.618 -8.129
C 5.824 3.056 -6.728
C 4.490 2.664 -6.045
C 3.387 2.890 -7.097
H 5.815 -0.598 -11.203
H 4.353 -0.794 -10.334
H 5.857 -0.888 -9.366
H 4.829 1.389 -10.977
H 6.274 1.579 -9.988
H 4.789 1.040 -7.942
H 3.289 1.111 -8.985
H 3.990 3.505 -10.358
H 3.195 4.713 -9.410
H 2.324 3.181 -9.690
H 5.157 4.681 -8.122
H 6.225 3.380 -8.797
H 6.442 3.744 -6.152
H 6.471 2.204 -6.936
H 4.292 3.224 -5.131
H 4.498 1.619 -5.736
H 3.137 3.950 -7.046
H 2.514 2.245 -7.004
C -3.931 -3.930 7.005
C -4.927 -2.770 7.314
C -4.228 -1.427 6.922
N -5.101 -0.180 6.757
C -6.281 -0.438 5.794
C -5.655 0.207 8.118
C -6.000 1.669 7.915
C -4.855 2.270 7.067
C -4.217 1.068 6.376
H -3.014 -3.789 7.578
H -3.682 -3.786 5.954
H -4.429 -4.881 7.191
H -5.345 -2.758 8.321
H -5.775 -2.968 6.659
H -3.733 -1.453 5.951
H -3.356 -1.254 7.552
H -5.931 -0.863 4.853
H -6.905 0.449 5.681
H -6.903 -1.244 6.182
H -6.564 -0.352 8.341
H -4.873 -0.088 8.817
H -7.020 1.822 7.561
H -6.063 2.115 8.907
H -5.141 3.119 6.447
H -4.093 2.738 7.691
H -4.177 1.293 5.310
H -3.183 0.893 6.674
C 7.533 7.282 5.239
C 8.961 6.699 5.193
C 9.544 6.242 3.803
N 10.921 5.521 3.763
C 11.976 6.183 4.655
C 11.511 5.499 2.335
C 10.991 4.147 1.784
C 11.112 3.228 2.931
C 10.800 4.066 4.165
H 7.184 7.380 6.267
H 6.790 6.654 4.746
H 7.570 8.281 4.804
H 8.840 5.777 5.761
H 9.684 7.284 5.762
H 9.661 7.143 3.201
H 8.870 5.568 3.275
H 12.961 5.719 4.624
H 11.596 6.145 5.676
H 12.138 7.243 4.465
H 12.597 5.584 2.368
H 11.265 6.395 1.765
H 11.457 3.817 0.855
H 9.942 4.243 1.503
H 12.140 2.916 3.113
H 10.442 2.375 2.824
H 11.464 3.826 4.996
H 9.787 3.896 4.530
N 1.047 0.041 2.427
S 0.331 -0.495 0.909
O 1.307 -0.638 -0.156
O -0.960 0.139 0.720
F 0.036 -2.055 1.373
S 1.535 1.315 1.896
O 0.615 2.310 1.407
O 2.931 1.313 1.459
F 1.835 1.967 3.369
```

Values from the calculation:
Highest occupied orbital energy, eV: -15.33
Net charge: +6